Entry 1:
Computed, not measured: a molecular structure, C21H14BrClI2N5OS2V at a distorted geometry, with wB97M-V/def2-TZVPD.

Atoms and positions in Å:
V 0.111 -0.052 0.011
Cl 5.385 2.038 3.661
C 3.797 1.749 3.063
C 2.705 2.211 3.767
C 1.411 1.965 3.325
I -0.260 2.612 4.425
C 1.171 1.244 2.154
O 0.003 0.937 1.691
C 2.304 0.785 1.431
N 1.998 0.088 0.306
C 2.995 -0.374 -0.435
C 4.333 -0.183 -0.092
C 4.661 0.504 1.055
C 3.631 1.022 1.863
H 2.855 2.761 4.682
H 2.727 -0.917 -1.336
H 5.098 -0.583 -0.736
H 5.686 0.662 1.345
N 0.313 0.194 -3.608
C 0.240 -1.006 -3.012
N 0.126 -1.200 -1.722
C 0.132 -2.550 -1.419
C 0.255 -3.381 -2.485
S 0.361 -2.478 -3.951
C 0.024 -2.886 -0.019
C 0.038 -4.102 0.585
S -0.126 -3.934 2.297
C -0.212 -2.201 2.095
N -0.103 -1.818 0.841
N -0.396 -1.373 3.119
H 0.193 1.032 -3.061
H 0.364 0.249 -4.611
H 0.287 -4.452 -2.498
H 0.124 -5.071 0.142
H -0.444 -1.703 4.066
H -0.502 -0.382 2.906
Br -0.617 5.632 0.768
C -0.274 5.720 -1.093
C -0.303 6.954 -1.727
C -0.047 7.040 -3.084
C 0.209 5.895 -3.821
C 0.240 4.660 -3.195
C 0.015 4.574 -1.831
I 0.236 2.696 -0.802
H -0.514 7.843 -1.150
H -0.042 8.005 -3.567
H 0.399 5.961 -4.882
H 0.452 3.773 -3.770

2S+1 = 4
HOMO (alpha / beta) = -9.879 / -10.298 eV
ΔE to the lowest compared entry with this formula, charge and spin = 24.9 kcal per mole
HOMO-LUMO gap (alpha / beta) = 6.690 / 7.119 eV
Net charge = +1

=====

Entry 2:
Computed, not measured: a molecular structure, C21H14ClIN4O2Ti at a distorted geometry, with wB97M-V/def2-TZVPD.

Atoms and positions in Å:
Ti 0.138 0.042 0.165
O -3.235 0.708 2.067
C -2.317 0.701 1.252
N -1.564 -0.345 0.878
C -1.580 -1.541 1.676
C -0.217 -1.666 2.316
C 0.106 -2.686 3.190
C 1.348 -2.688 3.814
C 2.241 -1.664 3.504
C 1.872 -0.693 2.602
N 0.656 -0.668 2.007
C -1.868 1.918 0.512
C -2.606 3.090 0.464
C -2.156 4.146 -0.311
C -0.969 3.981 -1.036
C -0.267 2.807 -0.923
N -0.673 1.781 -0.141
H -1.769 -2.430 1.053
H -2.368 -1.475 2.445
H -0.625 -3.450 3.406
H 1.602 -3.439 4.545
H 3.211 -1.618 3.975
H 2.534 0.137 2.366
H -3.517 3.149 1.040
H -2.713 5.065 -0.375
H -0.595 4.774 -1.665
H 0.663 2.662 -1.466
Cl 5.844 -2.036 -2.305
C 4.199 -1.789 -1.822
C 3.301 -2.831 -1.970
C 1.961 -2.622 -1.697
I 0.518 -4.148 -1.765
C 1.481 -1.380 -1.288
O 0.191 -1.101 -1.205
C 2.439 -0.389 -0.947
N 1.933 0.710 -0.298
C 2.793 1.721 -0.037
C 4.129 1.666 -0.380
C 4.670 0.532 -0.972
C 3.813 -0.553 -1.261
H 3.642 -3.795 -2.313
H 2.375 2.591 0.462
H 4.757 2.515 -0.171
H 5.718 0.473 -1.208

2S+1 = 3
HOMO (alpha / beta) = -5.148 / -7.516 eV
ΔE to the lowest compared entry with this formula, charge and spin = 36.7 kcal per mole
HOMO-LUMO gap (alpha / beta) = 4.604 / 6.929 eV

=====

Entry 3:
Computed, not measured: a molecular structure, C21H15AsO4Pt at a distorted geometry, with wB97M-V/def2-TZVPD.

Atoms and positions in Å:
O -0.267 3.109 0.055
C -0.395 1.992 -0.155
Pt -0.234 -0.221 -0.170
C 1.539 -0.890 -0.524
C -1.499 -0.728 -1.368
O 2.655 -1.189 -0.564
O -2.309 -1.049 -2.142
O 1.045 0.403 1.250
As 0.664 0.342 2.947
C -1.086 1.157 3.197
C -2.182 0.348 3.514
C -3.456 0.925 3.628
C -3.628 2.296 3.400
C -2.526 3.098 3.087
C -1.249 2.531 2.999
C 0.670 -1.517 3.500
C 1.212 -2.509 2.679
C 1.109 -3.856 3.047
C 0.507 -4.207 4.266
C 0.045 -3.206 5.125
C 0.127 -1.860 4.750
C 2.067 1.267 3.909
C 2.778 0.570 4.896
C 3.634 1.268 5.758
C 3.796 2.653 5.615
C 3.133 3.332 4.585
C 2.281 2.639 3.713
H -2.043 -0.723 3.665
H -4.308 0.299 3.889
H -4.622 2.738 3.467
H -2.651 4.166 2.904
H -0.384 3.157 2.783
H 1.707 -2.232 1.746
H 1.496 -4.626 2.383
H 0.409 -5.255 4.539
H -0.391 -3.467 6.094
H -0.232 -1.080 5.425
H 2.653 -0.508 4.996
H 4.166 0.730 6.543
H 4.442 3.199 6.304
H 3.274 4.406 4.460
H 1.788 3.154 2.889

2S+1 = 3
HOMO (alpha / beta) = -15.106 / -15.103 eV
HOMO-LUMO gap (alpha / beta) = 7.394 / 3.559 eV
Net charge = +2

=====

Copy entry 1 word for word.
Computed, not measured: a molecular structure, C21H14BrClI2N5OS2V at a distorted geometry, with wB97M-V/def2-TZVPD.

Atoms and positions in Å:
V 0.111 -0.052 0.011
Cl 5.385 2.038 3.661
C 3.797 1.749 3.063
C 2.705 2.211 3.767
C 1.411 1.965 3.325
I -0.260 2.612 4.425
C 1.171 1.244 2.154
O 0.003 0.937 1.691
C 2.304 0.785 1.431
N 1.998 0.088 0.306
C 2.995 -0.374 -0.435
C 4.333 -0.183 -0.092
C 4.661 0.504 1.055
C 3.631 1.022 1.863
H 2.855 2.761 4.682
H 2.727 -0.917 -1.336
H 5.098 -0.583 -0.736
H 5.686 0.662 1.345
N 0.313 0.194 -3.608
C 0.240 -1.006 -3.012
N 0.126 -1.200 -1.722
C 0.132 -2.550 -1.419
C 0.255 -3.381 -2.485
S 0.361 -2.478 -3.951
C 0.024 -2.886 -0.019
C 0.038 -4.102 0.585
S -0.126 -3.934 2.297
C -0.212 -2.201 2.095
N -0.103 -1.818 0.841
N -0.396 -1.373 3.119
H 0.193 1.032 -3.061
H 0.364 0.249 -4.611
H 0.287 -4.452 -2.498
H 0.124 -5.071 0.142
H -0.444 -1.703 4.066
H -0.502 -0.382 2.906
Br -0.617 5.632 0.768
C -0.274 5.720 -1.093
C -0.303 6.954 -1.727
C -0.047 7.040 -3.084
C 0.209 5.895 -3.821
C 0.240 4.660 -3.195
C 0.015 4.574 -1.831
I 0.236 2.696 -0.802
H -0.514 7.843 -1.150
H -0.042 8.005 -3.567
H 0.399 5.961 -4.882
H 0.452 3.773 -3.770

2S+1 = 4
HOMO (alpha / beta) = -9.879 / -10.298 eV
ΔE to the lowest compared entry with this formula, charge and spin = 24.9 kcal per mole
HOMO-LUMO gap (alpha / beta) = 6.690 / 7.119 eV
Net charge = +1